Entry 1:
Below is a molecular structure, C14H23CaN3O7S, with properties calculated with ωB97M-V/def2-TZVPD.

Cartesian coordinates (Å):
1 C 3.31 -3.16 0.04
2 N 2.51 -2.27 -0.74
3 C 3.27 -1.82 -1.93
4 C 2.16 -1.09 0.13
5 O 3.05 -0.41 0.54
6 C 0.70 -0.94 0.43
7 C 0.10 0.48 0.38
8 C -0.70 0.85 1.66
9 C -2.21 1.03 1.50
10 C -3.02 -0.27 1.35
11 C -3.95 -0.29 0.13
12 C -5.05 -1.32 0.24
13 N -6.01 -1.17 -0.85
14 O -0.86 0.37 -0.73
15 C -0.92 1.55 -1.38
16 O -1.51 1.79 -2.37
17 O -0.10 2.44 -0.69
18 C 0.94 1.64 -0.22
19 O 1.60 1.14 -1.42
20 C 2.88 1.17 -1.57
21 N 4.02 1.16 -1.70
22 S 1.97 2.82 0.80
23 C 2.31 4.09 -0.37
24 O 1.10 3.31 1.81
25 O 3.17 2.13 1.18
26 H 3.13 -2.98 1.12
27 H 3.03 -4.23 -0.22
28 H 4.40 -3.03 -0.14
29 H 3.64 -2.69 -2.46
30 H 4.12 -1.18 -1.65
31 H 2.60 -1.30 -2.61
32 H 0.55 -1.37 1.43
33 H 0.15 -1.57 -0.26
34 H -0.55 0.04 2.38
35 H -0.29 1.73 2.13
36 H -2.51 1.52 2.42
37 H -2.46 1.73 0.70
38 H -3.62 -0.41 2.25
39 H -2.32 -1.11 1.26
40 H -4.39 0.70 -0.01
41 H -3.34 -0.54 -0.74
42 H -5.57 -1.21 1.19
43 H -4.58 -2.32 0.21
44 H -6.32 -2.07 -1.20
45 H -5.57 -0.70 -1.64
46 H 3.33 4.42 -0.16
47 H 2.19 3.74 -1.39
48 H 1.58 4.87 -0.18
49 Ca 4.07 -5.28 1.35

net charge	+2
DFT total energy	-62945.7721	eV
multiplicity	1
gap between HOMO and LUMO	1.48	eV
HOMO	-12.3	eV

These are the natural (NBO) partial charges, in e, on atoms 1 to 6: number 1, C, carries -0.463; number 2, N, carries -0.492; number 3, C, carries -0.441; number 4, C, carries 0.721; number 5, O, carries -0.475; number 6, C, carries -0.555



Entry 2:
Below is a molecular structure, C14H23ClIO2P2Re, with properties calculated with ωB97M-V/def2-TZVPD.

Cartesian coordinates (Å):
1 C -3.01 -0.03 -2.67
2 C -1.96 -0.87 -1.99
3 H -3.56 -0.72 -3.33
4 H -2.57 0.76 -3.30
5 H -3.72 0.40 -1.95
6 O -1.90 -2.09 -2.05
7 I 0.78 2.92 -0.23
8 Re -0.73 0.54 -1.01
9 P 0.90 -0.30 -2.38
10 C 1.24 -2.08 -2.24
11 C 0.47 -0.09 -4.14
12 H 2.59 1.39 -2.79
13 H 3.23 -0.27 -2.99
14 H 3.00 0.42 -1.36
15 C 2.60 0.38 -2.37
16 H 0.43 0.98 -4.37
17 H 1.24 -0.56 -4.76
18 H 1.91 -2.38 -3.05
19 H 0.30 -2.64 -2.31
20 H -0.50 -0.54 -4.36
21 H 1.71 -2.32 -1.28
22 C -1.06 -0.90 0.23
23 O -1.40 -1.81 0.91
24 Cl 3.24 0.90 1.36
25 C 1.86 -1.63 1.30
26 P 1.34 0.13 1.11
27 C -2.20 1.55 0.06
28 C 0.53 0.50 2.71
29 C 0.54 1.81 3.21
30 C -0.14 2.13 4.38
31 C -0.78 1.12 5.12
32 C -0.79 -0.19 4.63
33 C -0.16 -0.49 3.42
34 H 2.64 -1.85 0.56
35 H 1.01 -2.31 1.17
36 H 2.28 -1.74 2.31
37 H -2.90 0.85 0.54
38 H -1.76 2.19 0.85
39 H -2.77 2.19 -0.63
40 H 1.05 2.61 2.66
41 H -0.18 3.17 4.72
42 H -1.28 1.36 6.06
43 H -1.31 -0.98 5.18
44 H -0.21 -1.51 3.04

net charge	+3
DFT total energy	-60282.8564	eV
multiplicity	4
gap between HOMO and LUMO (alpha / beta)	4.77 / 4.91	eV
energy above the lowest of the compared OMol25 structures with the same formula, charge and spin	0.871	eV
HOMO (alpha / beta)	-18.8 / -19.0	eV

These are the natural (NBO) partial charges, in e, on atoms 1 to 6: number 1, C, carries -0.745; number 2, C, carries 0.442; number 3, H, carries 0.331; number 4, H, carries 0.276; number 5, H, carries 0.311; number 6, O, carries -0.270



Entry 3:
Below is a single C14H23ClN2O molecule, with properties calculated with ωB97M-V/def2-TZVPD.

Cartesian coordinates (Å):
1 C -3.17 -0.08 0.02
2 O -2.29 0.75 -0.75
3 C -0.91 0.38 -0.53
4 C -0.55 -0.88 -1.42
5 C 0.17 -1.97 -0.56
6 C 1.49 -2.42 -1.00
7 C 2.17 -3.41 -0.18
8 C 1.62 -3.98 1.03
9 C 0.30 -3.54 1.46
10 C -0.32 -4.12 2.78
11 C -0.39 -2.56 0.65
12 C 0.09 1.60 -0.64
13 C -0.78 2.92 -0.44
14 C 0.11 4.22 -0.37
15 C 0.95 4.34 0.95
16 Cl -0.02 4.13 2.48
17 N 0.77 1.74 -1.94
18 N 2.09 1.23 -1.95
19 H -4.19 0.38 -0.05
20 H -3.17 -1.11 -0.41
21 H -2.92 -0.10 1.12
22 H -0.87 0.03 0.54
23 H -1.51 -1.31 -1.83
24 H 0.10 -0.67 -2.30
25 H 2.00 -2.02 -1.90
26 H 3.18 -3.77 -0.52
27 H 2.16 -4.73 1.66
28 H 0.52 -4.54 3.40
29 H -1.09 -4.88 2.51
30 H -0.79 -3.31 3.39
31 H -1.40 -2.19 0.95
32 H 0.79 1.57 0.24
33 H -1.39 2.84 0.51
34 H -1.46 3.04 -1.32
35 H -0.58 5.09 -0.45
36 H 0.81 4.22 -1.24
37 H 1.83 3.65 0.90
38 H 1.36 5.39 0.98
39 H 0.22 1.38 -2.71
40 H 2.29 0.70 -1.10
41 H 2.77 1.99 -1.96

DFT total energy	-32438.7272	eV
SMILES	CO[C@@H](Cc1cccc(C)c1)[C@H](CCCCl)NN
multiplicity	1
gap between HOMO and LUMO	9.34	eV
energy above the lowest of the compared OMol25 structures with the same formula, charge and spin	0.188	eV
HOMO	-8.6	eV

These are the natural (NBO) partial charges, in e, on atoms 1 to 6: number 1, C, carries -0.258; number 2, O, carries -0.554; number 3, C, carries 0.094; number 4, C, carries -0.498; number 5, C, carries 0.109; number 6, C, carries -0.271



Entry 4:
Below is a molecular structure, C14H23F18MgN5OP3, with properties calculated with ωB97M-V/def2-TZVPD.

Cartesian coordinates (Å):
1 Mg 18.78 5.78 -11.17
2 P 17.71 2.47 -10.11
3 F 19.10 1.76 -9.94
4 F 17.71 3.04 -8.61
5 F 18.53 3.89 -10.53
6 F 16.34 3.29 -10.41
7 F 17.65 1.97 -11.65
8 F 16.94 1.16 -9.57
9 P 18.42 7.20 -8.14
10 F 17.81 8.28 -7.13
11 F 17.97 8.11 -9.43
12 F 19.84 7.90 -8.14
13 F 19.01 6.09 -9.29
14 F 18.88 6.21 -7.00
15 F 17.00 6.43 -8.21
16 P 22.05 5.42 -12.29
17 F 22.61 6.72 -11.54
18 F 22.77 4.48 -11.24
19 F 20.69 5.48 -11.27
20 F 21.40 4.15 -13.03
21 F 21.20 6.39 -13.30
22 F 23.29 5.41 -13.29
23 C 16.68 -1.72 -9.17
24 C 18.12 -1.46 -9.03
25 N 19.24 -1.25 -8.93
26 H 16.45 -2.78 -9.13
27 H 16.35 -1.29 -10.11
28 H 16.16 -1.23 -8.35
29 C 18.68 2.02 -5.84
30 C 19.75 1.51 -6.69
31 N 20.56 1.12 -7.38
32 H 17.75 1.49 -6.04
33 H 18.49 3.06 -6.16
34 H 18.95 2.00 -4.79
35 C 14.59 7.09 -9.88
36 C 15.75 6.52 -10.54
37 N 16.67 6.07 -11.05
38 H 13.74 7.04 -10.56
39 H 14.80 8.10 -9.56
40 H 14.33 6.45 -9.04
41 C 14.30 1.17 -12.81
42 C 13.57 1.06 -11.55
43 N 12.96 0.91 -10.58
44 H 14.73 2.16 -12.89
45 H 13.61 0.96 -13.63
46 H 15.12 0.46 -12.82
47 C 18.21 3.69 -15.27
48 C 18.38 4.39 -14.03
49 N 18.61 4.91 -13.05
50 H 18.30 2.62 -15.08
51 H 19.10 3.90 -15.89
52 H 17.33 4.02 -15.81
53 C 14.91 3.64 -7.42
54 C 13.77 4.49 -6.88
55 C 12.62 4.15 -7.82
56 O 12.83 2.79 -8.21
57 C 14.13 2.37 -7.75
58 H 15.61 3.40 -6.61
59 H 15.47 4.12 -8.22
60 H 13.96 5.56 -6.70
61 H 13.51 4.20 -5.85
62 H 12.72 4.76 -8.73
63 H 11.64 4.26 -7.35
64 H 14.65 1.75 -8.47
65 H 13.98 1.81 -6.82

net charge	-1
DFT total energy	-106638.7235	eV
multiplicity	1
gap between HOMO and LUMO	9.08	eV
HOMO	-7.3	eV

These are the natural (NBO) partial charges, in e, on atoms 1 to 6: number 1, Mg, carries 1.827; number 2, P, carries 2.618; number 3, F, carries -0.555; number 4, F, carries -0.589; number 5, F, carries -0.656; number 6, F, carries -0.597



Entry 5:
Below is a molecular structure, C14H23IrN2PSe, with properties calculated with ωB97M-V/def2-TZVPD.

Cartesian coordinates (Å):
1 C 0.33 3.50 -1.67
2 C -0.94 3.09 -1.26
3 C -1.09 1.92 -0.50
4 C 0.02 1.12 -0.21
5 C 1.29 1.61 -0.50
6 C 1.46 2.79 -1.24
7 C -2.46 1.48 -0.09
8 C -2.64 0.02 0.32
9 N -1.87 -0.94 -0.53
10 Ir -0.22 -0.82 0.66
11 C 2.50 0.91 0.01
12 P 2.00 -0.78 0.63
13 H -1.86 3.64 -1.51
14 H 2.48 3.12 -1.48
15 H 0.44 4.41 -2.26
16 H 3.00 1.47 0.81
17 H 3.25 0.79 -0.79
18 H -2.78 2.06 0.78
19 H -3.18 1.66 -0.90
20 H -2.32 -0.18 1.34
21 C 3.14 -1.11 2.03
22 C 2.58 -1.92 -0.71
23 H -3.70 -0.29 0.25
24 C -1.73 -0.53 -1.97
25 C -2.52 -2.30 -0.45
26 H -0.08 -1.71 4.67
27 H -2.30 -1.27 -2.55
28 H -2.24 0.43 -2.09
29 H -0.70 -0.46 -2.34
30 H -2.88 -2.54 -1.46
31 H -1.87 -3.11 -0.10
32 H -3.41 -2.21 0.19
33 H 3.66 -2.09 -0.65
34 H 2.05 -2.87 -0.56
35 H 2.30 -1.52 -1.69
36 H 4.18 -1.20 1.67
37 H 3.06 -0.33 2.80
38 H 2.86 -2.07 2.48
39 H 0.20 -2.02 -0.35
40 Se 0.39 0.91 2.76
41 C -0.11 -0.91 2.77
42 N -0.27 -1.75 3.67

net charge	+2
DFT total energy	-95322.7003	eV
multiplicity	6
gap between HOMO and LUMO (alpha / beta)	7.49 / 5.52	eV
energy above the lowest of the compared OMol25 structures with the same formula, charge and spin	0.000	eV
HOMO (alpha / beta)	-13.3 / -15.9	eV

These are the natural (NBO) partial charges, in e, on atoms 1 to 6: number 1, C, carries -0.016; number 2, C, carries -0.186; number 3, C, carries -0.049; number 4, C, carries -0.136; number 5, C, carries 0.072; number 6, C, carries -0.230